Computed, not measured: a structure of composition C16H22CuF3N2O3SSi2, with ωB97M-V with the def2-TZVPD basis set.

XYZ file:
```
50
Properties=species:S:1:pos:R:3
Cu -0.55426 -0.13638 0.28652
C -2.94524 -2.95367 -0.18832
Si -1.63164 -1.76540 -0.96838
C -0.86785 -2.94772 -2.28636
C -2.77804 -0.65476 -2.08250
C -3.69599 -1.24781 -2.95972
C -4.53820 -0.50421 -3.77420
C -4.47635 0.88348 -3.72526
C -3.57297 1.49001 -2.86400
C -2.71377 0.75753 -2.03422
Si -1.46525 1.67704 -0.85892
C -2.66124 2.91715 0.02181
C -0.61066 2.87910 -2.10255
H -3.60807 -3.41240 -0.93381
H -3.56782 -2.40951 0.52905
H -2.44501 -3.76307 0.35543
H -1.62616 -3.42620 -2.91990
H -0.29185 -3.73667 -1.79216
H -0.17992 -2.39874 -2.93577
H -3.75570 -2.33294 -3.00935
H -5.23708 -1.00060 -4.44205
H -5.12642 1.48560 -4.35429
H -3.53455 2.57693 -2.83754
H -3.30147 3.46604 -0.68153
H -2.08707 3.65442 0.59456
H -3.30988 2.38470 0.72447
H -1.32926 3.46713 -2.68830
H 0.01966 2.32029 -2.80010
H 0.03783 3.57690 -1.56281
N 1.84140 -0.39384 5.52637
C 0.85773 -0.31275 4.53822
C 0.26134 -1.45761 4.01787
C -0.63419 -1.32512 2.97483
N -0.99246 -0.15123 2.45234
C -0.46300 0.94573 2.99915
C 0.44210 0.91947 4.04035
H 2.34385 -1.26821 5.44757
H 2.51753 0.34771 5.39415
H 0.55989 -2.44161 4.35906
H -1.06040 -2.19874 2.49471
H -0.75678 1.88235 2.53940
H 0.88839 1.83801 4.40079
F 4.77250 -2.49180 2.20553
C 3.54221 -2.19712 1.73114
F 2.66339 -2.81840 2.53967
F 3.44267 -2.76335 0.52363
S 3.26123 -0.37189 1.67295
O 4.31410 0.07163 0.78758
O 3.43794 -0.00315 3.06800
O 1.91264 -0.27426 1.16432
```

Results
Charge: -2
Orbital gap (eV): 4.84